Run P
Formula: C4H5F3O
Source: OMol25
Level of theory: the ωB97M-V functional and the def2-TZVPD basis

Element x y z (Å)
F1 -2.31364 1.30538 -0.64240
F2 -0.64705 2.00828 0.48606
F3 -1.74093 0.52600 1.33398
O1 -0.05050 0.57580 -1.72697
C1 0.69275 -0.23910 0.49941
C2 -0.42103 -0.09287 -0.54038
C3 1.37163 -1.39189 0.66581
C4 -1.33452 0.95591 0.17197
H1 0.85188 0.30452 -1.98891
H2 1.12394 0.67715 0.89429
H3 -0.91383 -1.00366 -0.85505
H4 2.26758 -1.27414 1.30526
H5 1.11371 -2.35140 0.39693

Properties
- gap between HOMO and LUMO (eV) = 11.33
- HOMO energy (eV) = -10.51



Run Q
Formula: C4H5F3O
Source: OMol25
Level of theory: the ωB97M-V functional and the def2-TZVPD basis

Element x y z (Å)
F1 -1.48956 -1.01767 -0.42163
F2 0.64506 1.32436 0.87461
F3 0.53805 1.54197 -1.22039
O1 2.53737 -0.10176 -0.07842
C1 1.25510 -0.55933 -0.39916
C2 -2.08771 1.19492 0.01553
C3 -1.15082 0.30970 -0.11308
C4 0.30890 0.62935 -0.22514
H1 -3.13176 1.05940 0.09792
H2 1.26339 -0.76032 -1.53212
H3 2.79366 -0.28435 0.79554
H4 0.89635 -1.53442 0.10875
H5 -1.77644 2.22815 -0.07332

Properties
- gap between HOMO and LUMO (eV) = 11.42
- HOMO energy (eV) = -10.64



Run R
Formula: C4H5F3O
Source: OMol25
Level of theory: the ωB97M-V functional and the def2-TZVPD basis

Element x y z (Å)
F1 -1.56343 -1.47269 0.23770
F2 -2.37223 0.62493 0.60374
F3 2.19861 -1.23969 0.62569
O1 -1.10935 0.13162 -1.15111
C1 -0.02257 0.28332 0.94288
C2 1.06358 0.85675 0.04624
C3 1.44619 -0.53219 -0.22242
C4 -1.23334 -0.10319 0.11844
H1 0.93439 -1.13871 -0.91641
H2 -1.90549 0.05348 -1.66370
H3 1.88634 1.40211 0.48732
H4 0.71791 1.36882 -0.97613
H5 -0.04060 -0.23456 1.86775

Properties
- gap between HOMO and LUMO (alpha / beta) (eV) = 9.11 / 9.11
- HOMO energy (alpha / beta) (eV) = -8.58 / -8.58



Tell me which of them is the most stable. Sure, it is run P.



Run P
Formula: C7H11NO
Source: OMol25
Level of theory: the ωB97M-V functional and the def2-TZVPD basis

Element x y z (Å)
O1 -0.35503 -0.32594 -3.31436
N1 0.08092 0.28410 -1.12857
C1 1.62310 -1.87898 1.46589
C2 -0.08300 0.13274 1.32819
C3 -0.58935 0.33026 0.09654
C4 0.80890 -0.71808 1.92204
C5 -0.19519 -0.64161 -2.09275
C6 -0.56940 1.29040 2.09041
C7 -0.71510 1.65780 -0.74709
H1 1.28021 -2.26955 0.41012
H2 1.05995 -0.50130 2.92286
H3 1.57650 -2.90813 1.88687
H4 0.24180 1.81923 3.03919
H5 0.03194 -1.64749 -1.66403
H6 -1.38919 -0.36401 0.08824
H7 -0.13775 2.55089 -0.58615
H8 -1.95827 1.64050 -1.32710
H9 2.59130 -1.68218 1.26841
H10 -1.15948 2.24965 1.42971
H11 -1.54304 0.69602 2.56737

Properties
- gap between HOMO and LUMO (eV) = 9.55
- HOMO energy (eV) = -9.08



Run Q
Formula: C7H11NO
Source: OMol25
Level of theory: the ωB97M-V functional and the def2-TZVPD basis

Element x y z (Å)
O1 1.62878 0.26906 -1.13618
N1 0.72162 -0.91342 -1.09336
C1 0.10444 0.71416 0.42023
C2 -2.82773 -0.37139 -0.51883
C3 1.20311 1.17567 -0.21521
C4 -0.38800 -1.60668 1.07198
C5 -1.59727 -0.67280 -0.84867
C6 -0.30032 -0.63041 -0.09766
C7 2.32838 2.11647 -0.00791
H1 3.18708 1.55020 0.27016
H2 -3.77372 -0.52805 -1.11461
H3 2.52526 2.82015 -0.91153
H4 -0.68375 1.24324 0.94258
H5 1.32910 -1.51036 -0.54739
H6 -0.86756 -1.16531 1.93440
H7 -3.09796 0.21962 0.37997
H8 2.14616 2.81396 0.87697
H9 -0.89410 -2.50372 0.83934
H10 -1.36664 -1.10163 -1.87354
H11 0.62309 -1.91878 1.62928

Properties
- gap between HOMO and LUMO (eV) = 9.28
- HOMO energy (eV) = -8.33



Run R
Formula: C7H11NO
Source: OMol25
Level of theory: the ωB97M-V functional and the def2-TZVPD basis

Element x y z (Å)
O1 -1.39708 -1.55700 1.50023
N1 -0.21169 -1.44726 -1.53490
C1 -0.06499 -0.30144 -0.95917
C2 -0.31649 0.94976 -1.76388
C3 0.36623 -0.00038 1.36049
C4 -1.96531 0.76652 1.16427
C5 1.06205 -0.07297 0.23388
C6 -1.06508 -0.25289 1.13279
C7 2.49894 -0.12353 -0.09756
H1 -2.80564 0.82732 1.84562
H2 0.27913 0.92543 -2.67917
H3 2.84234 -1.16167 -0.13342
H4 -1.37307 0.99059 -2.04295
H5 -1.92464 1.64857 0.53508
H6 3.08609 0.40426 0.66291
H7 -0.08170 1.84829 -1.18963
H8 -0.03154 -2.19153 -0.85206
H9 2.69312 0.32923 -1.07459
H10 -2.36489 -1.60706 1.52636
H11 0.77421 0.02579 2.36571

Properties
- gap between HOMO and LUMO (eV) = 8.47
- HOMO energy (eV) = -8.22



Tell me which of them is the most stable. Sure, it is run R.